Density functional theory data (the ωB97M-V functional and the def2-TZVPD basis) for an isolated molecule of C16H19BrN2O5.

The largest force on an atom comes out at 0.024 Eh/bohr. The energy comes out at -3680.85245 hartree. As for the energy relative to the best compared isomer or geometry (same formula, charge and spin): 0.017 eV. The LUMO energy is -0.0046 hartree. As for the SMILES: O=C(COC(=O)/C=C/c1ccc(Br)o1)NCCCN1CCCC1=O.

```
! RIJCOSX wB97M-V def2-TZVPD def2/J DEFGRID3
* xyz 0 1
O -3.917 3.610 0.589
C -3.373 2.647 0.093
N -3.407 1.407 0.608
H -2.970 0.638 0.118
C -3.984 1.124 1.902
C -5.002 -0.014 1.854
C -4.367 -1.396 1.667
N -3.898 -1.664 0.330
C -2.636 -2.071 0.058
O -1.703 -2.018 0.834
C -2.615 -2.617 -1.357
H -1.730 -2.283 -1.893
C -3.916 -2.102 -1.964
H -4.341 -2.777 -2.702
H -3.730 -1.136 -2.431
C -4.827 -1.922 -0.748
H -5.524 -1.090 -0.868
H -5.408 -2.832 -0.537
H -2.595 -3.708 -1.291
H -5.105 -2.164 1.936
H -3.500 -1.499 2.327
H -5.724 0.179 1.060
H -5.542 -0.022 2.802
H -3.184 0.868 2.607
H -4.464 2.047 2.235
C -2.568 2.757 -1.215
H -2.560 3.800 -1.534
H -3.023 2.121 -1.984
O -1.207 2.386 -1.028
C -0.908 1.084 -1.116
O -1.732 0.236 -1.397
C 0.496 0.818 -0.814
C 0.869 -0.403 -0.398
C 2.200 -0.774 -0.041
C 2.680 -1.968 0.455
C 4.066 -1.809 0.638
C 4.331 -0.528 0.239
O 3.229 0.107 -0.170
Br 5.933 0.419 0.178
H 4.773 -2.522 1.007
H 2.096 -2.840 0.665
H 0.123 -1.177 -0.270
H 1.183 1.647 -0.888
*
```

Atom charges from the Löwdin analysis, given in e for atoms 1 to 6: O 0.07; C -0.46; N 0.09; H 0.10; C -0.16; C -0.15

Density functional theory data (the ωB97M-V functional and the def2-TZVPD basis) for an isolated molecule of C16H19F3N2O4.

The largest force on an atom comes out at 0.038 Eh/bohr. The energy comes out at -1331.23581 hartree. The LUMO energy is 0.0244 hartree. As for the SMILES: CCOC(=O)C1CCN(C(=O)Nc2ccc(OC(F)(F)F)cc2)CC1.

```
! RIJCOSX wB97M-V def2-TZVPD def2/J DEFGRID3
* xyz 0 1
C -4.657 -1.851 -0.507
C -4.713 -1.031 0.773
H -4.219 -1.560 1.593
H -5.745 -0.797 1.050
O -4.066 0.232 0.586
C -2.844 0.390 1.081
O -2.258 -0.427 1.744
C -2.306 1.784 0.760
C -0.828 1.890 1.155
H -0.648 1.212 1.991
H -0.587 2.904 1.473
C 0.068 1.498 -0.031
N -0.604 0.525 -0.867
C -0.619 -0.811 -0.622
O -1.471 -1.561 -1.053
N 0.414 -1.317 0.177
C 1.776 -1.169 0.016
C 2.634 -1.751 0.954
C 4.002 -1.618 0.837
C 4.526 -0.908 -0.231
C 3.698 -0.336 -1.182
C 2.329 -0.471 -1.062
H 1.682 -0.048 -1.815
H 4.126 0.201 -2.013
O 5.937 -0.792 -0.373
C 6.468 0.255 0.212
F 7.778 0.280 -0.003
F 5.981 1.436 -0.225
F 6.293 0.287 1.549
H 4.664 -2.060 1.564
H 2.217 -2.305 1.780
H 0.123 -2.144 0.681
C -1.733 1.090 -1.587
C -2.484 2.116 -0.725
H -3.540 2.110 -0.987
H -2.095 3.121 -0.900
H -1.368 1.560 -2.507
H -2.389 0.260 -1.858
H 0.271 2.369 -0.661
H 1.020 1.114 0.329
H -2.905 2.479 1.357
H -5.147 -2.807 -0.349
H -5.160 -1.324 -1.314
H -3.621 -2.023 -0.789
*
```

Atom charges from the Löwdin analysis, given in e for atoms 1 to 6: C -0.05; C -0.20; H 0.12; H 0.12; O 0.01; C -0.47

Density functional theory data (the ωB97M-V functional and the def2-TZVPD basis) for a structure of composition C16H19F3N3O3Pt.

The largest force on an atom comes out at 0.015 Eh/bohr. The energy comes out at -1430.10659 hartree. As for the energy relative to the best compared isomer or geometry (same formula, charge and spin): 0.273 eV. The LUMO energy is 0.1059 hartree.

```
! RIJCOSX wB97M-V def2-TZVPD def2/J DEFGRID3
* xyz -1 1
Pt -0.831 -0.986 -1.100
C -4.926 -1.051 -0.016
C -3.444 -0.759 0.084
O -2.832 -0.770 -1.044
C -2.915 -0.460 1.330
C -1.545 -0.266 1.677
C -1.178 -0.131 3.129
N -0.605 -0.260 0.777
N 0.719 -0.229 1.219
C 1.520 -0.632 0.276
O 1.181 -0.957 -0.936
C 2.978 -0.687 0.581
C 3.858 -1.170 -0.383
C 5.220 -1.226 -0.122
C 5.715 -0.798 1.102
C 4.838 -0.317 2.068
C 3.478 -0.263 1.810
H -5.171 -1.291 -1.048
H -5.518 -0.192 0.304
H -5.190 -1.896 0.621
H -3.615 -0.470 2.156
H -2.070 -0.169 3.753
H -0.649 0.806 3.307
H -0.495 -0.931 3.415
H 3.452 -1.503 -1.329
H 5.897 -1.605 -0.878
H 6.778 -0.841 1.305
H 5.219 0.014 3.026
H 2.782 0.106 2.551
C 0.112 2.666 -0.255
N -0.646 2.400 -1.451
C -2.059 2.699 -1.444
C -0.087 1.793 -2.528
O -0.649 1.591 -3.585
H 0.259 3.743 -0.109
H 1.086 2.183 -0.321
H -0.399 2.258 0.619
H -2.241 3.777 -1.512
H -2.507 2.318 -0.522
H -2.519 2.201 -2.293
H 0.973 1.541 -2.360
F -1.795 -1.942 -3.710
C -0.965 -2.251 -2.668
F 0.228 -2.570 -3.267
F -1.444 -3.474 -2.229
*
```

Atom charges from the Löwdin analysis, given in e for atoms 1 to 6: Pt 1.22; C -0.03; C -0.47; O -0.21; C -0.05; C -0.35